Entry 1:
# C26H32BrLuO4

C26H32BrLuO4 as an isolated structure at a distorted geometry (ωB97M-V/def2-TZVPD, the Open Molecules 2025 dataset).

```
! wB97M-V def2-TZVPD RIJCOSX def2/J DEFGRID3
* xyz 0 1
C 4.23995 -0.34391 -2.49800
Lu -1.48719 0.75578 0.95400
H -4.30521 -5.41892 3.31522
H 0.63852 1.12872 -0.55897
Br -2.48639 -4.05632 1.46836
H -6.04158 -4.66105 4.92024
C 5.18835 0.16591 -3.53159
H 4.04453 -1.38499 -2.74670
H -2.44481 3.00970 2.79190
C -0.46730 2.89832 1.69965
O 0.63158 -1.05282 -0.83008
H -3.61136 -1.00303 -0.75272
C -1.93163 1.85980 -1.31468
H 3.36022 0.96377 -0.39465
C 1.59148 -1.89563 -0.05848
C -3.78187 -2.03260 3.10021
H 3.85451 -1.72217 -0.08769
H 4.70235 -0.22079 -1.51755
H -0.48839 3.76149 1.03246
C -2.99277 -0.98611 2.38678
H -1.54403 0.82658 4.12273
H 2.49610 1.42866 -5.36501
C -3.72879 1.13081 -0.06340
C -2.92936 2.27435 -0.37821
H 2.37896 0.26628 0.96806
C 1.28347 0.28406 -0.90294
H 4.63668 2.60923 -2.51466
H -1.51205 -0.16340 -2.21986
C 3.38044 0.79776 -5.21730
C -5.59649 -2.56185 4.63993
H 1.44557 -1.73597 1.03295
H 6.05264 0.63054 -3.06424
H 3.36597 3.09176 -3.68462
H 0.85219 0.13855 3.13181
H 5.05114 2.84477 -4.28821
C 2.92040 -1.27075 -0.44827
H 4.12817 1.09281 -5.96960
H 3.06847 -0.25008 -5.35548
C -4.43729 -4.35137 3.49213
C 0.24411 0.98229 2.79590
H 5.46389 -0.59679 -4.25972
H -4.92410 -0.55792 4.16298
H -6.36937 -2.21841 5.33366
H -4.61490 1.11409 0.56282
C -2.09347 0.45667 -1.54011
C -3.20562 0.00886 -0.77680
C 3.96256 1.06041 -3.83211
C -3.63997 -3.42051 2.80618
C -5.41622 -3.92957 4.40170
O -1.89292 -1.27054 1.75759
C 0.59960 1.95906 1.81540
H 1.56478 2.00844 1.31448
H 2.90291 -1.46598 -1.53181
C -1.04012 1.33629 3.30344
O 3.10896 0.52583 -2.74999
H 1.42185 -2.94807 -0.38190
H 1.45193 0.47503 -1.98304
C 2.60161 0.20785 -0.12058
C 4.29048 2.51379 -3.55878
C -1.49197 2.51023 2.62042
H -1.21844 2.50926 -1.82435
C -4.78148 -1.62708 4.00036
H -3.07694 3.27774 0.01952
O -3.37232 0.24113 2.37121
*
```

relative energy (zero: lowest compared OMol25 entry of this formula, charge and spin) = 16.5 kcal/mol
E_tot = -139333.6346 eV
Kohn-Sham gap = 0.3172 Eh

natural (NBO) atomic charge list, values in e, 8 entries:
1. C -0.06
2. Lu 1.76
3. H 0.23
4. H 0.18
5. Br 0.11
6. H 0.22
7. C -0.48
8. H 0.18

Entry 2:
# C5H12NO

An isolated ion of composition C5H12NO and charge +1 at a distorted geometry (ωB97M-V/def2-TZVPD, the Open Molecules 2025 dataset).

```
! wB97M-V def2-TZVPD RIJCOSX def2/J DEFGRID3
* xyz 1 1
H -1.27497 2.22986 -0.22299
H -0.72464 1.43337 -2.38056
O -0.34861 -0.52225 -1.86530
H 2.41436 -0.91500 1.68532
C -0.51463 0.63656 0.98771
H 0.21650 1.29963 1.36169
C 2.14668 -0.99543 0.66707
N 0.97444 -1.19046 0.23327
H 0.73265 1.16642 -1.41671
H -1.08098 -1.29777 0.69465
H -1.13361 -0.90145 -1.46476
H -2.13973 0.75062 -0.47266
C -0.30893 0.86475 -1.54406
H 0.76140 -1.33829 -0.78850
H -1.33387 0.77347 1.67792
C -1.12667 1.16284 -0.32626
C -0.21039 -0.83486 1.08160
H -0.02355 -1.23206 2.07054
H 2.97455 -1.08995 0.02204
*
```

relative energy (zero: lowest compared OMol25 entry of this formula, charge and spin) = 25.7 kcal/mol
SMILES string = C=[NH+]CCCCO
E_tot = -8909.5138 eV
Kohn-Sham gap = 0.3688 Eh

natural (NBO) atomic charge list, values in e, 8 entries:
1. H 0.25
2. H 0.21
3. O -0.72
4. H 0.22
5. C -0.43
6. H 0.22
7. C 0.12
8. N -0.39

Entry 3:
# C36H75O27P3

A 8-piece molecular cluster, C36H75O27P3 overall at a distorted geometry (ωB97M-V/def2-TZVPD, the Open Molecules 2025 dataset).

```
! wB97M-V def2-TZVPD RIJCOSX def2/J DEFGRID3
* xyz 0 1
H -11.77329 -3.76079 -12.72358
O -21.03370 -1.09220 -11.93370
H -11.01089 -8.06549 -7.51300
C -9.94135 -8.03439 -1.26803
H -15.60433 -5.92547 -3.33214
H -12.40029 -4.82667 -11.32602
H -11.76195 -1.55842 -17.52730
H -14.66596 -5.84245 -6.80620
H -15.09384 0.39743 -7.04392
C -10.46892 -6.92725 -2.18271
H -18.97106 -4.22347 -13.25607
C -15.14671 -0.69125 -7.03457
H -10.00804 -5.95957 -1.98449
H -7.46489 -5.78381 -17.71775
H -20.02694 -5.66186 -11.88540
H -13.70257 -8.12067 -14.81201
C -11.78007 -3.41739 -16.26036
C -7.50443 -6.55807 -16.95155
H -12.24530 -6.87461 -13.18646
H -14.47586 -5.30306 -4.54367
O -18.22667 -9.06571 -14.81471
C -17.88274 -13.10230 -16.75445
H -9.04009 -8.01702 -5.09619
H -14.42989 -7.92042 -8.58180
H -10.41555 -9.45806 -6.63620
C -20.35278 -2.05456 -12.03304
O -12.06462 -4.71882 -16.48744
C -10.75415 -8.42876 -6.51790
O -12.85826 -7.56760 -3.87307
H -18.57149 -13.79217 -17.24211
H -20.73126 -7.37139 -13.52576
O -11.85111 -7.20343 -16.13308
C -9.43158 -7.78671 -6.08704
H -10.70075 -3.41396 -5.22715
H -10.07390 -8.06580 -0.18657
O -15.69254 -5.12434 -15.58231
O -16.28021 -9.93997 -13.54408
O -14.64409 -7.50159 -10.55109
H -13.67292 -5.98578 -19.18689
C -15.41246 -4.78976 -16.80140
C -15.47195 -3.69636 -3.56086
H -16.94590 -13.56750 -16.44784
C -14.48432 -5.91539 -8.93171
P -17.77275 -10.34090 -14.00154
C -8.59929 -6.29158 -15.95970
H -16.39774 -4.68247 -13.89078
C -18.54100 -12.37601 -15.60516
C -14.73977 -8.76930 -1.81241
O -15.37435 -5.53040 -10.03009
H -8.86484 -8.08010 -1.43276
P -11.21013 -5.88483 -15.85276
C -12.03658 -2.61101 -17.59612
H -12.91789 -7.24043 -9.29245
O -14.97083 -5.86393 -17.28588
H -11.56853 -8.32531 -5.80083
H -15.43213 -9.03502 0.20021
C -15.34029 -5.81556 -7.66215
O -16.12846 -6.53027 -11.93874
C -14.67300 -5.98124 -18.75339
H -16.38775 -3.54104 -4.13120
H -14.88155 -10.66651 -14.80383
H -18.07890 -7.06858 -14.40415
H -7.48758 -8.45717 -6.93894
C -15.39887 -6.51168 -10.94086
O -11.05236 -5.63259 -14.21603
H -15.55246 -3.47604 -2.49640
H -12.26485 -3.09986 -15.33717
H -20.64493 -8.51411 -14.89460
H -16.07582 -6.61141 -7.54504
O -18.48031 -10.74815 -12.75384
H -20.25460 -6.93080 -15.24416
H -15.71750 -8.41719 -2.14130
O -20.35692 -3.11577 -11.17518
H -15.18419 -5.18230 -19.29051
C -20.18085 -7.64658 -14.42543
C -14.97442 -9.68445 -0.54600
C -16.00796 -4.08286 -14.71336
O -15.53705 -3.73963 -17.41887
C -13.45797 -2.41795 -6.65486
H -14.98147 -7.97152 -13.59015
O -14.01273 -3.42485 -7.14394
H -19.38484 -11.90610 -16.11036
O -13.81700 -1.07799 -6.53831
H -18.48194 -3.51861 -10.41091
C -12.18298 -5.80631 -13.39375
H -15.11005 -3.56100 -14.38245
C -15.29525 -9.70570 -14.49758
O -14.09059 -7.56151 -1.46836
H -7.74306 -7.44275 -17.54189
O -9.72477 -6.38802 -6.02968
O -13.78614 -5.34067 -2.63040
C -14.85336 -5.16090 -3.53106
H -14.72034 -3.05153 -4.01623
H -16.05144 -4.99564 -7.56160
H -10.75188 -3.26001 -15.93454
C -11.67477 -3.74907 -5.58366
H -11.15268 -2.96511 -18.12662
H -14.33993 -9.28040 -2.68820
H -15.95509 -0.98649 -6.36565
H -8.61068 -8.04658 -8.20556
O -7.78878 -6.50988 -7.03720
H -13.95012 -9.86117 -0.21785
H -15.81220 -9.34434 -15.38655
C -19.17347 -3.82013 -11.19767
H -13.15536 -5.61180 -13.84622
C -11.85649 -4.74721 -12.26733
C -19.38055 -5.33138 -11.07235
H -10.46148 -8.93923 -1.58238
H -8.67667 -7.12403 -15.26032
H -15.26996 -1.14429 -8.01827
H -17.56810 -12.40157 -17.52780
O -8.57267 -4.44740 -6.13436
H -18.46580 -5.92258 -11.11506
H -15.02942 -6.90597 -19.20720
H -16.81088 -3.42474 -15.04547
H -6.55063 -6.59874 -16.42552
C -8.33917 -7.81898 -7.17474
O -11.80473 -6.60572 -1.62553
H -8.14082 -5.55824 -15.29628
H -18.97838 -13.06181 -14.87957
C -14.29509 -8.66471 -14.07645
H -12.03748 -4.30068 -4.71632
H -11.37404 -4.30368 -6.47251
H -18.56131 -7.90412 -13.02009
H -13.65392 -5.21755 -8.82419
H -17.62533 -3.37949 -12.46000
O -17.51845 -11.49859 -15.12152
C -18.69961 -7.91184 -14.10126
H -13.58049 -8.91820 -13.29339
P -13.13675 -6.83234 -2.57028
C -18.71024 -3.47104 -12.51182
H -15.45016 -10.65867 -0.65859
O -12.26084 -2.50092 -5.98375
H -10.90382 -5.09783 -11.87037
O -9.77488 -5.80371 -16.60891
C -8.66819 -5.65842 -6.41300
H -19.92466 -5.39489 -10.13001
C -14.00751 -7.23989 -9.32111
H -10.48501 -7.32089 -3.19902
O -19.32201 -2.20087 -12.77825
H -13.01946 -2.64548 -18.06608
*
```

relative energy (zero: lowest compared OMol25 entry of this formula, charge and spin) = 0.0 kcal/mol
SMILES string = CCOP(=O)(OCC)OCC.CCOP(=O)(OCC)OCC.CCOP(=O)(OCC)OCC.C[C@H]1COC(=O)O1.C[C@H]1COC(=O)O1.C[C@H]1COC(=O)O1.COC(=O)OC.COC(=O)OC
E_tot = -121700.4353 eV
Kohn-Sham gap = 0.3688 Eh

Löwdin atomic charge list, values in e, 8 entries:
1. H 0.08
2. O 0.18
3. H 0.08
4. C -0.08
5. H 0.11
6. H 0.06
7. H 0.07
8. H 0.07

Entry 4:
# C25H40NO12

A 5-piece molecular cluster, C25H40NO12 overall at a distorted geometry (ωB97M-V/def2-TZVPD, the Open Molecules 2025 dataset).

```
! wB97M-V def2-TZVPD RIJCOSX def2/J DEFGRID3
* xyz -1 1
C 2.45554 -5.01871 0.07915
O -5.17945 3.53811 3.09798
C 9.72489 -0.79375 2.01548
H 9.40973 -1.82547 1.83360
H -1.45792 -2.14340 -1.99460
H 4.94505 -2.00856 -0.42063
H 10.38016 -0.51086 1.18562
H -1.41532 1.26856 -2.86165
O -4.74184 0.20506 -2.22615
H -7.14249 4.12442 3.09599
C 7.04492 -0.84931 0.54910
H -0.70839 3.46298 -1.97115
H -7.05548 2.07424 0.05910
C -1.27932 -4.58448 1.36198
H -5.26420 -0.44877 -4.88648
H -6.49719 -1.72609 -4.89534
H 6.35732 -2.59709 -1.37028
H 1.91552 -6.69338 -1.53419
H 7.84096 -0.14734 2.89580
H -6.01688 5.27884 2.35286
C 0.02231 2.64934 -2.02463
H -1.24891 1.17275 -1.09023
H 0.60299 2.79913 -2.94218
H 10.29742 -0.76856 2.94674
C 0.28635 -6.69365 0.06155
H 2.52594 -7.30948 0.16526
H 3.66717 0.46632 0.45939
C -0.49354 -5.25101 0.05934
H -2.59587 -2.79986 2.36707
H 4.55572 1.71901 -0.48081
H -4.74366 2.79341 -1.82139
C -2.08424 -3.17246 1.38385
O 6.51218 -0.65041 -0.68247
H -0.09607 -4.53008 -2.31287
H -1.59138 4.76297 1.78166
C -1.41782 -2.85331 -1.03294
H -1.26871 -5.21216 2.37431
C -1.82242 2.70559 2.42901
O -3.09154 2.85751 3.07667
C -1.06938 4.02334 2.39591
O -6.65227 -0.38830 -3.35147
H -0.06491 3.88437 1.98677
C -5.83872 -1.13313 -4.25434
O -3.95668 3.81376 1.17522
C 1.86916 -6.49228 -0.35973
C -0.70699 1.31791 -2.03008
C 2.81577 -3.68149 0.41871
O 6.85301 -1.82104 1.26217
H -0.00680 0.48270 -2.12502
C 2.03340 2.09003 -0.92115
C -5.95017 0.26012 -2.38880
H -6.48837 3.77291 1.48533
N -2.12976 -2.31850 0.16276
H 5.22269 -1.42614 -2.07270
H -5.17217 -1.81749 -3.71993
C -5.59161 3.04162 -1.17624
O 2.42848 1.40982 -1.85431
C 8.53090 0.14050 2.09413
O 0.86036 2.76911 -0.86854
H -0.98972 4.44580 3.40252
C -6.23970 1.78951 -0.61337
H 3.30446 -2.79878 1.05672
H 8.87784 1.15448 2.31831
H -1.94694 2.28262 1.42545
C 3.89263 1.53368 0.37019
H -5.23239 3.68686 -0.36983
H 4.40472 1.85661 1.28098
H -6.30479 3.60069 -1.79016
H -5.53186 1.19401 -0.02526
H 0.20595 -7.08978 1.18413
O 2.68063 2.27525 0.25652
C -4.06651 3.43304 2.32957
H -1.25322 1.97714 3.01567
C -0.60422 -4.24343 -1.27235
C -6.25812 4.21652 2.45921
O 7.84812 0.20543 0.83603
C 5.71682 -1.73776 -1.14814
O -6.82121 1.00021 -1.65839
*
```

E_tot = -52622.7675 eV
Kohn-Sham gap = 0.1882 Eh

Löwdin atomic charge list, values in e, 8 entries:
1. C -0.11
2. O 0.00
3. C -0.07
4. H 0.08
5. H 0.07
6. H 0.06
7. H 0.08
8. H 0.08

Entry 5:
# C3H3LiO2Yb

C3H3LiO2Yb as an isolated structure at a distorted geometry (ωB97M-V/def2-TZVPD, the Open Molecules 2025 dataset).

```
! wB97M-V def2-TZVPD RIJCOSX def2/J DEFGRID3
* xyz 2 1
Yb 0.55143 -2.43827 -1.21355
C 0.58365 -0.15107 -1.88151
H 0.10583 1.97943 1.17824
H -1.35999 0.96327 1.71115
Li -0.70778 -1.76045 2.09547
O 0.34772 0.70602 -0.97380
O 0.05773 -1.07995 0.52803
C 0.13124 0.22016 0.41675
C -0.64819 1.17985 0.91565
H 0.93836 0.38102 -2.77641
*
```

relative energy (zero: lowest compared OMol25 entry of this formula, charge and spin) = 0.0 kcal/mol
E_tot = -38969.0863 eV
Kohn-Sham gap = 0.2773 Eh

natural (NBO) atomic charge list, values in e, 8 entries:
1. Yb 1.79
2. C -0.14
3. H 0.28
4. H 0.20
5. Li 0.98
6. O -0.37
7. O -1.04
8. C 0.55

Entry 6:
# C7H14I2

C7H14I2 as an isolated structure at a distorted geometry (ωB97M-V/def2-TZVPD, the Open Molecules 2025 dataset).

```
! wB97M-V def2-TZVPD RIJCOSX def2/J DEFGRID3
* xyz 0 1
H -1.75274 1.47084 -2.11201
H -0.64533 -2.10367 0.22504
H -0.64272 -1.61184 -1.55932
H 0.15631 -0.14316 1.77291
H -2.04843 2.77572 0.30486
H 2.87227 -1.25399 0.90874
H -0.81978 2.15450 1.37650
C -1.18269 2.16421 0.33372
H -2.17376 -0.34346 -2.15575
H 0.97700 -2.16090 -0.81669
H 1.35081 -2.06969 1.27641
C 1.92970 -1.19790 1.54720
H 2.11148 -0.97309 2.64126
C 0.34859 -0.19873 -0.23570
H 1.51501 0.87294 1.14672
H -0.49474 2.67693 -0.21951
C -1.35424 0.71312 -0.14322
C 0.00909 -1.66012 -0.62820
C -2.14015 0.65485 -1.53361
C 0.99812 -0.04174 1.19004
I -2.61149 -0.44397 1.20538
I 1.73486 0.85487 -1.69230
H -3.17884 0.84887 -1.31679
*
```

relative energy (zero: lowest compared OMol25 entry of this formula, charge and spin) = 30.5 kcal/mol
E_tot = -23685.4465 eV
Kohn-Sham gap = 0.3409 Eh

natural (NBO) atomic charge list, values in e, 8 entries:
1. H 0.22
2. H 0.24
3. H 0.23
4. H 0.22
5. H 0.22
6. H 0.21
7. H 0.22
8. C -0.70